(1)
{
  "formula": "C6H3OS",
  "method": "the ωB97M-V functional and the def2-TZVPD basis",
  "elements": ["C", "C", "C", "C", "C", "C", "O", "S", "H", "H", "H"],
  "positions_angstrom": [[-0.682, 0.760, 0.996], [0.307, 1.577, 0.636], [-0.439, -1.423, -0.438], [-0.730, 0.021, -0.313], [0.563, 0.902, -0.720], [0.849, -1.469, -0.653], [-0.675, 0.875, -1.391], [2.366, -1.932, -0.868], [-1.264, 0.568, 1.888], [0.862, 2.341, 1.156], [-1.158, -2.219, -0.294]],
  "nbo_charge": [-0.246, -0.260, -0.454, 0.102, -0.040, 0.001, -0.500, -0.150, 0.177, 0.177, 0.192],
  "relative_energy_kcal_mol": 0.00,
  "charge": -1,
  "gap_ev": 6.61,
  "e_homo_ev": -2.93,
  "e_lumo_ev": 3.686
}

(2)
{
  "formula": "C6H3OS",
  "method": "the ωB97M-V functional and the def2-TZVPD basis",
  "elements": ["C", "C", "C", "C", "C", "C", "O", "S", "H", "H", "H"],
  "positions_angstrom": [[-0.378, 0.377, 0.091], [-1.573, -0.220, 0.081], [1.768, -1.089, 0.809], [0.338, -0.760, 0.888], [-0.985, -1.586, 0.737], [2.515, -1.836, 1.521], [-0.370, -1.082, 2.038], [3.507, -2.594, 2.468], [0.272, 1.259, -0.182], [-2.550, -0.008, -0.277], [2.168, -0.509, -0.152]],
  "nbo_charge": [-0.262, -0.272, -0.363, 0.044, -0.135, -0.038, -0.570, -0.004, 0.173, 0.179, 0.248],
  "relative_energy_kcal_mol": 3.21,
  "charge": -1,
  "gap_ev": 6.02,
  "e_homo_ev": -2.81,
  "e_lumo_ev": 3.214
}

(3)
{
  "formula": "C6H40N2O11",
  "method": "the ωB97M-V functional and the def2-TZVPD basis",
  "elements": ["C", "C", "C", "C", "C", "C", "N", "N", "H", "H", "H", "H", "H", "H", "H", "H", "H", "H", "H", "H", "H", "H", "H", "H", "H", "H", "H", "H", "O", "H", "H", "O", "H", "H", "O", "H", "H", "O", "H", "H", "O", "H", "H", "O", "H", "H", "O", "H", "H", "O", "H", "H", "O", "H", "H", "O", "H", "H", "O"],
  "positions_angstrom": [[-2.179, -2.688, -2.760], [-2.180, -1.300, -2.290], [-1.614, -1.165, -0.796], [-2.826, -0.959, 0.232], [-2.815, 0.377, 0.925], [-2.515, 0.061, 2.493], [-1.257, -0.606, 2.867], [-1.036, -0.372, -3.119], [-2.358, -3.493, -2.013], [-1.143, -2.965, -2.988], [-3.018, -2.933, -3.425], [-3.200, -0.786, -2.490], [-0.968, -2.104, -0.799], [-0.912, -0.265, -0.755], [-2.774, -1.816, 0.874], [-3.707, -1.122, -0.342], [-2.259, 1.143, 0.803], [-3.833, 0.835, 0.871], [-2.548, 1.161, 2.872], [-3.437, -0.398, 2.717], [-1.264, -1.049, 3.847], [-0.310, -0.019, 2.761], [-1.100, -1.472, 2.198], [-0.863, -0.807, -3.963], [-1.592, 0.505, -3.266], [-0.155, -0.260, -2.467], [1.475, -0.518, 1.067], [1.819, 0.058, 2.361], [1.050, -0.571, 1.961], [1.676, -4.389, -0.408], [0.131, -4.888, -0.317], [0.712, -4.204, -0.599], [3.980, 0.458, 3.306], [3.306, -0.809, 4.101], [3.609, -0.443, 3.287], [2.934, -0.441, -2.519], [2.103, 0.411, -1.800], [2.292, 0.323, -2.609], [1.588, 4.601, 3.017], [0.972, 4.683, 1.589], [1.835, 4.556, 2.129], [3.021, 3.812, 1.148], [4.183, 3.487, 0.005], [3.420, 3.199, 0.517], [-1.291, 3.282, -1.333], [-2.137, 3.435, -2.439], [-1.742, 2.772, -1.948], [-5.350, 1.430, -2.343], [-3.917, 1.595, -1.489], [-4.550, 0.947, -1.867], [3.737, -0.170, 0.126], [3.073, 1.242, 0.484], [2.934, 0.278, 0.463], [0.894, 3.225, -1.202], [2.029, 3.059, -0.250], [1.197, 2.634, -0.575], [3.449, -4.477, 1.351], [1.877, -4.523, 1.612], [2.582, -4.218, 1.045]],
  "nbo_charge": [-0.714, -0.002, -0.441, -0.431, -0.383, -0.247, -0.739, -0.735, 0.264, 0.250, 0.259, 0.267, 0.256, 0.197, 0.204, 0.249, 0.206, 0.242, 0.223, 0.236, 0.451, 0.504, 0.451, 0.424, 0.456, 0.468, 0.528, 0.524, -1.037, 0.517, 0.471, -1.009, 0.494, 0.491, -0.966, 0.471, 0.451, -0.913, 0.493, 0.495, -0.958, 0.528, 0.515, -1.005, 0.472, 0.478, -0.946, 0.513, 0.488, -0.992, 0.500, 0.518, -1.007, 0.455, 0.488, -0.997, 0.498, 0.489, -0.961],
  "relative_energy_kcal_mol": 71.36,
  "charge": 2,
  "gap_ev": 10.63,
  "e_homo_ev": -15.62,
  "e_lumo_ev": -4.999
}

(4)
{
  "formula": "C6H40O15",
  "method": "the ωB97M-V functional and the def2-TZVPD basis",
  "elements": ["C", "C", "C", "C", "C", "C", "H", "H", "H", "H", "H", "H", "H", "H", "H", "H", "H", "H", "O", "H", "H", "O", "H", "H", "O", "H", "H", "O", "H", "H", "O", "H", "H", "O", "H", "H", "O", "H", "H", "O", "H", "H", "O", "H", "H", "O", "H", "H", "O", "H", "H", "O", "H", "H", "O", "H", "H", "O", "H", "H", "O"],
  "positions_angstrom": [[-1.498, 2.051, -0.653], [-0.166, 1.854, 0.107], [0.447, 0.503, -0.214], [0.587, -0.040, -1.436], [1.419, 0.324, 2.030], [1.007, -0.271, 0.911], [-2.201, 1.250, -0.420], [-1.383, 2.025, -1.737], [-1.954, 3.013, -0.423], [-0.487, 1.825, 1.146], [0.457, 2.702, -0.136], [0.823, -1.099, -1.450], [0.125, 0.396, -2.302], [1.824, -0.143, 2.912], [1.252, 1.384, 2.181], [1.309, -1.287, 0.664], [2.869, 1.672, -2.621], [3.464, 1.511, -3.947], [3.677, 1.913, -3.096], [3.921, 0.587, -1.901], [4.845, -0.549, -1.383], [3.985, -0.137, -1.253], [0.264, 3.804, -2.890], [0.871, 2.350, -2.716], [0.780, 3.222, -2.329], [-0.161, -0.336, 3.717], [-0.141, -0.867, 5.170], [0.386, -0.784, 4.372], [-2.687, 0.669, 0.907], [-3.999, 0.242, 1.596], [-3.061, 0.390, 1.744], [-1.950, -1.253, 3.840], [-2.846, -0.301, 3.432], [-2.264, -0.410, 4.213], [-0.765, -0.920, -4.311], [-1.781, -0.503, -3.256], [-1.138, -0.141, -3.883], [-4.779, 0.311, -1.716], [-5.128, 1.278, -0.583], [-4.411, 0.741, -0.939], [4.267, -2.962, 0.545], [3.807, -1.896, -0.401], [4.207, -2.781, -0.401], [1.774, 4.119, 1.358], [0.417, 4.379, 1.836], [1.223, 3.936, 2.130], [-2.492, -2.431, -1.547], [-2.010, -1.441, -0.496], [-2.732, -1.602, -1.121], [0.277, 1.464, -4.083], [1.279, 0.534, -4.840], [1.167, 1.399, -4.441], [0.654, -4.280, 1.679], [-0.446, -5.107, 0.807], [-0.275, -4.452, 1.484], [-1.384, -2.781, 1.728], [-2.890, -2.628, 1.556], [-2.113, -2.157, 1.874], [0.914, -2.601, 3.687], [1.359, -2.608, 2.235], [1.484, -3.080, 3.063]],
  "nbo_charge": [-0.566, -0.463, 0.010, -0.449, -0.376, -0.245, 0.175, 0.196, 0.206, 0.218, 0.245, 0.194, 0.195, 0.231, 0.215, 0.179, 0.471, 0.478, -0.920, 0.491, 0.478, -0.991, 0.479, 0.474, -0.954, 0.504, 0.489, -0.982, 0.485, 0.475, -0.954, 0.474, 0.495, -0.981, 0.474, 0.500, -0.961, 0.479, 0.470, -0.945, 0.466, 0.489, -0.960, 0.468, 0.464, -0.926, 0.463, 0.496, -0.958, 0.493, 0.479, -0.965, 0.508, 0.481, -0.988, 0.499, 0.474, -0.978, 0.508, 0.456, -0.965],
  "relative_energy_kcal_mol": 87.48,
  "gap_ev": 8.47,
  "e_homo_ev": -8.69,
  "e_lumo_ev": -0.227
}

(5)
{
  "formula": "C6H41BNO13Rb",
  "method": "the ωB97M-V functional and the def2-TZVPD basis",
  "elements": ["Rb", "B", "H", "H", "H", "H", "O", "H", "H", "O", "H", "H", "O", "H", "H", "O", "H", "H", "O", "H", "H", "O", "H", "H", "O", "H", "H", "O", "H", "H", "O", "H", "H", "O", "H", "H", "O", "H", "H", "C", "O", "C", "C", "N", "C", "C", "O", "C", "H", "H", "H", "H", "H", "H", "H", "H", "H", "H", "H", "H", "H", "H", "H"],
  "positions_angstrom": [[-0.171, 1.052, 0.790], [-1.217, 3.647, -1.331], [-0.779, 8.223, -3.597], [-5.491, 1.847, -4.235], [3.630, 3.941, -0.118], [-1.382, 3.480, 0.701], [-1.546, -1.566, -3.325], [-1.872, -1.645, -4.232], [-1.427, -0.593, -3.156], [3.205, 0.521, 0.661], [3.283, 1.363, 1.110], [3.692, -0.127, 1.193], [3.491, -2.228, 1.961], [2.695, -2.569, 1.551], [4.103, -2.969, 2.017], [-2.477, 2.243, 2.325], [-1.855, 2.825, 2.799], [-3.006, 1.760, 2.984], [-3.440, 0.278, 4.254], [-3.371, -0.393, 3.564], [-4.360, 0.316, 4.530], [0.266, 5.505, 0.981], [-0.171, 5.278, 0.131], [-0.059, 6.402, 1.162], [-0.626, 1.005, -2.544], [0.344, 0.977, -2.454], [-0.889, 1.860, -2.108], [1.201, -0.727, 3.373], [1.859, -1.195, 3.890], [0.655, -0.224, 3.991], [2.366, 1.261, -2.000], [2.911, 1.426, -2.777], [2.979, 1.075, -1.268], [-4.398, 3.539, 0.277], [-3.865, 3.329, 1.057], [-3.759, 3.827, -0.374], [0.261, 3.467, 2.946], [0.181, 4.283, 2.485], [0.697, 3.658, 3.763], [3.386, -4.636, -2.997], [2.336, -3.711, -2.881], [2.187, -3.232, -1.585], [1.019, -2.266, -1.557], [0.771, -1.667, -0.280], [0.002, -2.649, 0.509], [-1.472, -2.459, 0.076], [-1.902, -1.291, 0.771], [-3.226, -0.906, 0.386], [3.220, -5.488, -2.317], [4.345, -4.167, -2.792], [3.478, -5.062, -3.983], [3.051, -2.681, -1.235], [1.989, -4.070, -0.918], [0.106, -2.744, -1.896], [1.206, -1.537, -2.357], [1.622, -1.343, 0.168], [0.203, -2.453, 1.575], [0.344, -3.671, 0.306], [-2.101, -3.338, 0.293], [-1.432, -2.333, -1.006], [-3.373, -1.012, -0.696], [-3.415, 0.135, 0.643], [-4.004, -1.570, 0.798]],
  "nbo_charge": [0.909, 0.325, -0.219, -0.246, -0.438, -0.366, -0.986, 0.477, 0.504, -0.993, 0.497, 0.503, -0.959, 0.478, 0.484, -1.016, 0.503, 0.506, -0.956, 0.485, 0.486, -0.937, 0.473, 0.482, -0.956, 0.514, 0.425, -0.960, 0.489, 0.478, -0.992, 0.484, 0.512, -0.936, 0.486, 0.454, -0.986, 0.507, 0.478, -0.245, -0.529, -0.071, -0.249, -0.663, -0.256, -0.088, -0.577, -0.275, 0.160, 0.164, 0.196, 0.154, 0.145, 0.216, 0.211, 0.369, 0.216, 0.176, 0.173, 0.213, 0.198, 0.198, 0.171],
  "gap_ev": 1.64,
  "e_homo_ev": -5.83,
  "e_lumo_ev": -4.190
}

(6)
{
  "formula": "C6H41N2O12",
  "method": "the ωB97M-V functional and the def2-TZVPD basis",
  "elements": ["N", "C", "C", "C", "N", "C", "C", "C", "H", "H", "H", "H", "H", "H", "H", "H", "H", "H", "H", "H", "H", "H", "H", "H", "H", "H", "H", "O", "H", "H", "O", "H", "H", "O", "H", "H", "O", "H", "H", "O", "H", "H", "O", "H", "H", "O", "H", "H", "O", "H", "H", "O", "H", "H", "O", "H", "H", "O", "H", "H", "O"],
  "positions_angstrom": [[-1.981, -1.894, -0.834], [-1.704, -0.567, -1.528], [-1.539, -0.954, -2.987], [-0.333, -0.058, -0.982], [-0.555, 0.832, 0.141], [1.597, 1.864, -0.152], [0.096, 2.160, 0.110], [-0.572, 3.129, -0.883], [-1.247, -2.548, -1.111], [-2.162, -1.761, 0.177], [-2.834, -2.220, -1.302], [-2.491, 0.178, -1.415], [-2.436, -1.425, -3.407], [-1.412, -0.107, -3.667], [-0.816, -1.757, -3.200], [0.271, 0.397, -1.767], [0.335, -0.903, -0.769], [-0.273, 0.490, 1.077], [1.989, 1.365, 0.753], [2.115, 2.811, -0.009], [1.829, 1.236, -0.985], [-0.022, 2.613, 1.095], [-1.662, 3.095, -0.788], [-0.206, 4.150, -0.774], [-0.308, 2.807, -1.888], [-4.710, -0.029, -0.913], [-5.166, -0.872, 0.235], [-4.637, -0.923, -0.569], [0.062, -1.487, 3.488], [0.056, -2.871, 4.007], [-0.407, -2.037, 4.161], [-2.343, -2.787, 2.506], [-1.740, -1.348, 2.548], [-2.272, -1.956, 2.031], [1.329, 0.123, 2.705], [2.235, -1.151, 2.900], [1.371, -0.843, 2.612], [1.800, 1.678, -3.034], [1.806, 0.622, -4.129], [2.002, 0.750, -3.191], [3.327, -3.004, 0.296], [2.386, -3.220, -0.946], [2.454, -3.301, 0.028], [2.781, -1.297, -1.969], [1.965, -1.955, -3.136], [2.139, -1.978, -2.192], [3.120, 1.767, 3.985], [4.126, 1.405, 2.866], [3.252, 1.761, 3.033], [0.856, -3.030, 0.628], [-0.406, -2.698, 1.324], [-0.094, -3.257, 0.603], [0.287, 2.364, 3.500], [-0.964, 1.260, 3.597], [-0.093, 1.509, 3.289], [-2.813, 1.869, 0.555], [-4.218, 2.065, 1.048], [-3.684, 1.460, 0.515], [3.117, 3.478, -2.246], [3.937, 2.411, -2.928], [3.458, 2.585, -2.110]],
  "mulliken_spin": [-0.004, 0.072, 0.010, 0.006, 0.751, 0.112, -0.008, 0.019, -0.001, 0.003, 0.000, -0.009, 0.001, 0.000, -0.001, 0.021, 0.041, -0.045, 0.005, 0.017, -0.001, 0.008, -0.002, 0.000, -0.001, 0.000, 0.000, 0.000, 0.000, 0.000, 0.000, 0.000, -0.001, 0.000, 0.000, 0.000, 0.000, 0.000, 0.000, 0.001, 0.000, 0.000, 0.000, 0.000, 0.000, 0.001, 0.000, 0.000, 0.000, 0.000, -0.001, 0.002, 0.000, 0.000, 0.000, -0.002, 0.001, 0.004, 0.000, 0.000, 0.002],
  "charge": 2,
  "multiplicity": 2,
  "gap_ev": [10.89, 5.97],
  "e_homo_ev": [-16.18, -16.18],
  "e_lumo_ev": [-5.291, -10.209]
}

Number 2 is which compound? C6H3OS

Copy entry 4 word for word.
{
  "formula": "C6H40O15",
  "method": "the ωB97M-V functional and the def2-TZVPD basis",
  "elements": ["C", "C", "C", "C", "C", "C", "H", "H", "H", "H", "H", "H", "H", "H", "H", "H", "H", "H", "O", "H", "H", "O", "H", "H", "O", "H", "H", "O", "H", "H", "O", "H", "H", "O", "H", "H", "O", "H", "H", "O", "H", "H", "O", "H", "H", "O", "H", "H", "O", "H", "H", "O", "H", "H", "O", "H", "H", "O", "H", "H", "O"],
  "positions_angstrom": [[-1.498, 2.051, -0.653], [-0.166, 1.854, 0.107], [0.447, 0.503, -0.214], [0.587, -0.040, -1.436], [1.419, 0.324, 2.030], [1.007, -0.271, 0.911], [-2.201, 1.250, -0.420], [-1.383, 2.025, -1.737], [-1.954, 3.013, -0.423], [-0.487, 1.825, 1.146], [0.457, 2.702, -0.136], [0.823, -1.099, -1.450], [0.125, 0.396, -2.302], [1.824, -0.143, 2.912], [1.252, 1.384, 2.181], [1.309, -1.287, 0.664], [2.869, 1.672, -2.621], [3.464, 1.511, -3.947], [3.677, 1.913, -3.096], [3.921, 0.587, -1.901], [4.845, -0.549, -1.383], [3.985, -0.137, -1.253], [0.264, 3.804, -2.890], [0.871, 2.350, -2.716], [0.780, 3.222, -2.329], [-0.161, -0.336, 3.717], [-0.141, -0.867, 5.170], [0.386, -0.784, 4.372], [-2.687, 0.669, 0.907], [-3.999, 0.242, 1.596], [-3.061, 0.390, 1.744], [-1.950, -1.253, 3.840], [-2.846, -0.301, 3.432], [-2.264, -0.410, 4.213], [-0.765, -0.920, -4.311], [-1.781, -0.503, -3.256], [-1.138, -0.141, -3.883], [-4.779, 0.311, -1.716], [-5.128, 1.278, -0.583], [-4.411, 0.741, -0.939], [4.267, -2.962, 0.545], [3.807, -1.896, -0.401], [4.207, -2.781, -0.401], [1.774, 4.119, 1.358], [0.417, 4.379, 1.836], [1.223, 3.936, 2.130], [-2.492, -2.431, -1.547], [-2.010, -1.441, -0.496], [-2.732, -1.602, -1.121], [0.277, 1.464, -4.083], [1.279, 0.534, -4.840], [1.167, 1.399, -4.441], [0.654, -4.280, 1.679], [-0.446, -5.107, 0.807], [-0.275, -4.452, 1.484], [-1.384, -2.781, 1.728], [-2.890, -2.628, 1.556], [-2.113, -2.157, 1.874], [0.914, -2.601, 3.687], [1.359, -2.608, 2.235], [1.484, -3.080, 3.063]],
  "nbo_charge": [-0.566, -0.463, 0.010, -0.449, -0.376, -0.245, 0.175, 0.196, 0.206, 0.218, 0.245, 0.194, 0.195, 0.231, 0.215, 0.179, 0.471, 0.478, -0.920, 0.491, 0.478, -0.991, 0.479, 0.474, -0.954, 0.504, 0.489, -0.982, 0.485, 0.475, -0.954, 0.474, 0.495, -0.981, 0.474, 0.500, -0.961, 0.479, 0.470, -0.945, 0.466, 0.489, -0.960, 0.468, 0.464, -0.926, 0.463, 0.496, -0.958, 0.493, 0.479, -0.965, 0.508, 0.481, -0.988, 0.499, 0.474, -0.978, 0.508, 0.456, -0.965],
  "relative_energy_kcal_mol": 87.48,
  "gap_ev": 8.47,
  "e_homo_ev": -8.69,
  "e_lumo_ev": -0.227
}